# 1
Below is a molecular structure, C12H9CdF5N4O2, with properties calculated with the ωB97M-V functional and the def2-TZVPD basis.

E_tot ... -1499.21197 Eh
HOMO-LUMO gap ... 8.31 eV
Total charge ... 0
LUMO ... -0.153 eV

Element x y z (Å)
C (1.435, -0.562, -2.362)
H (3.005, -0.465, -3.802)
H (0.660, -0.792, -3.080)
Cd (-1.020, 0.537, -0.952)
F (-3.021, 0.101, -3.199)
O (1.177, 3.691, -0.272)
C (3.280, 0.005, -0.464)
C (2.734, -0.386, -2.759)
H (3.987, 0.248, 0.319)
H (2.397, -0.156, 1.806)
F (-2.918, -2.096, -0.479)
C (-0.670, 0.121, 4.033)
C (0.475, -0.057, 3.297)
H (1.428, -0.226, 3.782)
N (-0.752, 0.170, 1.274)
C (-2.966, -1.717, -1.768)
H (4.711, 0.088, -2.041)
F (-4.008, 0.285, -1.240)
C (-1.883, 0.324, 3.379)
F (-1.915, -2.277, -2.396)
H (-2.807, 0.468, 3.921)
H (-2.785, 0.474, 1.447)
C (1.934, -0.202, -0.145)
H (-0.626, 0.096, 5.115)
N (1.027, -0.474, -1.079)
N (1.593, -0.190, 1.206)
C (-2.868, -0.188, -1.864)
F (-4.075, -2.229, -2.303)
O (-0.305, 2.520, -1.236)
C (-1.870, 0.336, 2.009)
C (0.401, -0.018, 1.899)
N (0.572, 2.656, -0.271)
C (3.675, -0.085, -1.776)

Partial atomic charges computed with the natural (NBO) method, in multiples of e: number 1, C, carries 0.0667; number 2, H, carries 0.2354; number 3, H, carries 0.2149; number 4, Cd, carries 1.5037; number 5, F, carries -0.3606; number 6, O, carries -0.3961; number 7, C, carries -0.2695; number 8, C, carries -0.2768; number 9, H, carries 0.2219; number 10, H, carries 0.4028; number 11, F, carries -0.3316; number 12, C, carries -0.1253; number 13, C, carries -0.2736; number 14, H, carries 0.2189; number 15, N, carries -0.6030; number 16, C, carries 0.8873; number 17, H, carries 0.2284; number 18, F, carries -0.3708; number 19, C, carries -0.2831; number 20, F, carries -0.3331; number 21, H, carries 0.2353; number 22, H, carries 0.2168; number 23, C, carries 0.4081; number 24, H, carries 0.2273; number 25, N, carries -0.5980; number 26, N, carries -0.5651; number 27, C, carries 0.1385; number 28, F, carries -0.3130; number 29, O, carries -0.7178; number 30, C, carries 0.0811; number 31, C, carries 0.4119; number 32, N, carries 0.2381; number 33, C, carries -0.1196

---

# 2
Below is a molecular structure, C4H10F10Li5N6O25S10, with properties calculated with the ωB97M-V functional and the def2-TZVPD basis.

E_tot ... -7386.51003 Eh
HOMO-LUMO gap ... 10.06 eV
Total charge ... -1
LUMO ... 1.374 eV

Element x y z (Å)
C (-0.757, 0.024, 2.943)
Li (0.060, 2.028, -1.008)
O (1.318, -1.308, 0.059)
Li (-2.215, 0.568, 0.026)
O (4.700, -5.136, -0.818)
S (-2.807, 3.408, -1.313)
O (3.331, -4.042, -3.265)
O (-3.670, -3.257, 0.173)
N (-1.903, 2.037, -1.320)
H (-0.973, -0.397, 3.926)
O (5.032, 0.942, 2.621)
N (-1.286, -3.811, -0.679)
O (-1.954, 0.289, 2.226)
O (2.394, 4.782, 1.478)
O (-2.101, 4.446, -1.972)
F (5.302, -2.728, 0.214)
O (6.667, -1.986, 2.002)
F (1.515, 2.668, 1.954)
C (-4.101, 1.328, 2.229)
O (-4.198, 3.287, -1.506)
H (-4.708, 0.504, 2.615)
Li (0.693, -3.363, -0.532)
O (0.544, 5.650, -1.074)
C (-5.343, 1.134, 0.225)
C (-2.715, 1.306, 2.847)
S (3.287, -5.237, -0.754)
Li (2.884, 2.080, -0.795)
O (-2.149, 2.353, -3.927)
H (-2.168, 2.249, 2.899)
S (3.007, -3.130, -2.252)
S (4.037, 0.268, 1.880)
N (4.226, -1.306, 1.736)
Li (3.020, -2.506, 0.713)
F (3.005, -5.607, 0.776)
O (-2.363, -1.419, -0.645)
O (1.574, 0.490, -1.140)
F (-2.641, 3.721, 0.218)
S (1.558, 4.710, -1.282)
F (1.486, -2.750, -2.542)
H (-0.173, 0.951, 3.022)
S (-2.386, -2.720, -0.056)
O (6.091, -0.508, 0.094)
O (-1.236, -2.657, -2.909)
F (2.766, 0.233, 2.799)
F (-1.686, -2.596, 1.342)
O (3.656, -1.890, -2.077)
F (-0.896, 0.638, -2.950)
H (-5.192, 0.589, -0.710)
N (1.422, 3.275, -0.363)
S (-2.258, 1.471, -2.841)
O (-3.278, 0.496, -2.779)
F (1.188, 3.990, -2.642)
O (-4.045, 1.207, 0.817)
H (-0.129, -0.619, 2.334)
H (-2.987, 0.973, 3.862)
O (-0.045, 4.360, 1.378)
S (-1.760, -3.785, -2.224)
O (2.592, -6.229, -1.469)
O (-0.119, 0.294, 0.087)
H (-5.995, 0.527, 0.853)
O (3.573, 0.884, 0.673)
F (-0.798, -4.949, -2.739)
N (0.941, -0.203, -0.330)
O (-3.068, -4.251, -2.516)
N (2.560, -3.793, -0.752)
S (5.756, -1.467, 1.075)
O (2.913, 5.081, -1.427)
H (-5.709, 2.117, -0.061)
S (1.294, 4.004, 1.085)
H (-4.580, 2.282, 2.482)

Partial atomic charges computed with the natural (NBO) method, in multiples of e: number 1, C, carries -0.2539; number 2, Li, carries 0.8605; number 3, O, carries -0.5641; number 4, Li, carries 0.8539; number 5, O, carries -0.9019; number 6, S, carries 2.4994; number 7, O, carries -0.8569; number 8, O, carries -0.8875; number 9, N, carries -1.3208; number 10, H, carries 0.1755; number 11, O, carries -0.8957; number 12, N, carries -1.2354; number 13, O, carries -0.5703; number 14, O, carries -0.8822; number 15, O, carries -0.9024; number 16, F, carries -0.5116; number 17, O, carries -0.8815; number 18, F, carries -0.5159; number 19, C, carries -0.0706; number 20, O, carries -0.9106; number 21, H, carries 0.1749; number 22, Li, carries 0.8933; number 23, O, carries -0.8506; number 24, C, carries -0.2612; number 25, C, carries -0.0904; number 26, S, carries 2.5074; number 27, Li, carries 0.9342; number 28, O, carries -0.8744; number 29, H, carries 0.1965; number 30, S, carries 2.4972; number 31, S, carries 2.5372; number 32, N, carries -1.2795; number 33, Li, carries 0.8982; number 34, F, carries -0.5078; number 35, O, carries -0.9574; number 36, O, carries -0.5359; number 37, F, carries -0.4876; number 38, S, carries 2.4617; number 39, F, carries -0.5060; number 40, H, carries 0.1865; number 41, S, carries 2.4807; number 42, O, carries -0.8888; number 43, O, carries -0.9171; number 44, F, carries -0.4862; number 45, F, carries -0.4875; number 46, O, carries -0.8826; number 47, F, carries -0.5077; number 48, H, carries 0.2163; number 49, N, carries -1.3376; number 50, S, carries 2.4763; number 51, O, carries -0.8876; number 52, F, carries -0.4929; number 53, O, carries -0.5935; number 54, H, carries 0.2054; number 55, H, carries 0.1740; number 56, O, carries -0.8925; number 57, S, carries 2.4617; number 58, O, carries -0.8901; number 59, O, carries -0.5402; number 60, H, carries 0.1731; number 61, O, carries -1.0229; number 62, F, carries -0.5007; number 63, N, carries 0.7775; number 64, O, carries -0.8849; number 65, N, carries -1.3803; number 66, S, carries 2.4938; number 67, O, carries -0.8979; number 68, H, carries 0.2035; number 69, S, carries 2.4790; number 70, H, carries 0.1853

---

# 3
Below is a molecular structure, C5H12NO, with properties calculated with the ωB97M-V functional and the def2-TZVPD basis.

E_tot ... -327.55390 Eh
HOMO-LUMO gap ... 5.55 eV
Total charge ... -1
Energy above the lowest of the compared OMol25 structures with the same formula, charge and spin ... 3.868 eV
LUMO ... 3.144 eV

Element x y z (Å)
H (1.292, -0.093, -2.496)
C (0.341, 0.337, 0.571)
C (-0.400, -0.881, -0.058)
C (-0.499, -1.045, -2.588)
H (-1.029, 1.949, 1.014)
N (0.286, 0.095, -2.483)
H (0.142, 1.490, 2.288)
H (0.578, 0.937, -0.294)
H (1.200, 0.022, 1.167)
O (1.446, 1.709, 3.534)
C (0.099, -1.446, -1.344)
H (-1.407, -0.469, -0.190)
H (1.834, 2.468, 3.984)
H (-0.421, -1.731, -3.452)
H (0.548, -2.436, -1.394)
H (-1.581, -0.841, -2.507)
H (-1.372, 0.511, 1.999)
C (-0.575, 1.096, 1.542)
H (-0.483, -1.670, 0.705)

Partial atomic charges computed with the natural (NBO) method, in multiples of e: number 1, H, carries 0.3404; number 2, C, carries -0.3809; number 3, C, carries -0.4570; number 4, C, carries -0.2892; number 5, H, carries 0.1692; number 6, N, carries -0.6184; number 7, H, carries 0.3444; number 8, H, carries 0.2124; number 9, H, carries 0.2186; number 10, O, carries -1.3518; number 11, C, carries -0.0173; number 12, H, carries 0.2003; number 13, H, carries 0.3966; number 14, H, carries 0.1517; number 15, H, carries 0.2020; number 16, H, carries 0.1771; number 17, H, carries 0.1707; number 18, C, carries -0.6768; number 19, H, carries 0.2078

---

# 4
Below is 2 unconnected molecules or ions with the total composition C4HBrF6O, with properties calculated with the ωB97M-V functional and the def2-TZVPD basis.

E_tot ... -3401.38971 Eh
HOMO-LUMO gap (spin up / spin down) ... 9.38 / 9.37 eV
Total charge ... 0
Energy above the lowest of the compared OMol25 structures with the same formula, charge and spin ... 0.754 eV
LUMO (spin up / spin down) ... -0.270 / -0.270 eV

Element x y z (Å)
C (0.072, 0.099, -0.432)
F (2.389, 0.667, -0.203)
C (1.428, -0.205, 0.140)
O (-1.173, -1.860, 1.518)
F (-0.097, 2.428, -0.919)
H (-1.889, -1.805, -0.468)
F (-0.017, -0.192, -1.761)
Br (1.993, -1.992, -0.444)
F (-1.880, 1.391, -0.317)
F (1.385, -0.217, 1.478)
F (-0.348, 1.812, 1.130)
C (-0.550, 1.443, -0.135)
C (-1.313, -1.569, 0.415)

Partial atomic charges computed with the natural (NBO) method, in multiples of e: number 1, C, carries 0.0554; number 2, F, carries -0.3173; number 3, C, carries 0.6047; number 4, O, carries -0.3913; number 5, F, carries -0.3119; number 6, H, carries 0.1937; number 7, F, carries -0.3305; number 8, Br, carries -0.0089; number 9, F, carries -0.3243; number 10, F, carries -0.3115; number 11, F, carries -0.3085; number 12, C, carries 0.9166; number 13, C, carries 0.5338

---

# 5
Below is a single C4H3N3O molecule, with properties calculated with the ωB97M-V functional and the def2-TZVPD basis.

E_tot ... -393.61321 Eh
HOMO-LUMO gap ... 8.66 eV
Total charge ... 0
Energy above the lowest of the compared OMol25 structures with the same formula, charge and spin ... 2.890 eV
LUMO ... -1.834 eV

Element x y z (Å)
N (1.122, -0.651, 0.771)
C (-1.612, 1.005, -0.973)
N (-1.127, -2.374, -1.463)
C (-0.821, -1.338, -1.096)
H (2.729, -0.620, 2.253)
O (-2.347, 0.817, -1.976)
N (0.344, 0.291, 0.203)
C (-0.611, -0.040, -0.590)
H (1.959, 1.027, 1.710)
C (1.924, -0.056, 1.671)
H (-1.561, 1.938, -0.508)

Partial atomic charges computed with the natural (NBO) method, in multiples of e: number 1, N, carries -0.2855; number 2, C, carries 0.3816; number 3, N, carries -0.2208; number 4, C, carries 0.2107; number 5, H, carries 0.2038; number 6, O, carries -0.4643; number 7, N, carries -0.2099; number 8, C, carries 0.0464; number 9, H, carries 0.1809; number 10, C, carries 0.0011; number 11, H, carries 0.1560

---

# 6
Below is 7 unconnected molecules or ions with the total composition ClH12O10, with properties calculated with the ωB97M-V functional and the def2-TZVPD basis.

E_tot ... -1219.60372 Eh
HOMO-LUMO gap ... 9.29 eV
Total charge ... -1
Energy above the lowest of the compared OMol25 structures with the same formula, charge and spin ... 1.046 eV
LUMO ... 2.967 eV

Element x y z (Å)
O (5.068, 0.111, 1.045)
O (1.259, -0.559, -1.551)
H (1.511, -4.231, 1.528)
O (-0.562, 0.845, -0.961)
H (-3.740, -0.566, -0.285)
H (-1.288, 1.438, 3.071)
H (0.280, -4.371, 0.657)
O (0.981, 0.079, 0.697)
O (-0.542, -1.331, -0.344)
O (-4.633, -0.821, -0.052)
H (1.072, 5.211, -1.376)
H (-0.566, -1.769, -4.140)
H (-1.562, -0.633, -4.049)
H (4.132, 0.229, 1.209)
H (1.286, 3.787, -0.908)
H (-2.416, 1.924, 3.956)
O (-1.606, 2.212, 3.535)
Cl (0.321, -0.216, -0.549)
O (-1.455, -1.520, -4.392)
H (-4.999, -0.046, 0.375)
O (0.834, -4.857, 1.268)
H (5.492, 0.408, 1.850)
O (1.132, 4.675, -0.585)

Partial atomic charges computed with the natural (NBO) method, in multiples of e: number 1, O, carries -0.9421; number 2, O, carries -0.8750; number 3, H, carries 0.4705; number 4, O, carries -0.8927; number 5, H, carries 0.4880; number 6, H, carries 0.4826; number 7, H, carries 0.4830; number 8, O, carries -0.8897; number 9, O, carries -0.9185; number 10, O, carries -0.9467; number 11, H, carries 0.4573; number 12, H, carries 0.4760; number 13, H, carries 0.4748; number 14, H, carries 0.4849; number 15, H, carries 0.4818; number 16, H, carries 0.4576; number 17, O, carries -0.9403; number 18, Cl, carries 2.5776; number 19, O, carries -0.9514; number 20, H, carries 0.4584; number 21, O, carries -0.9538; number 22, H, carries 0.4570; number 23, O, carries -0.9394

---

| no. | strongest force on any atom (Eh/bohr) |
| --- | --- |
| 1 | 0.0118 |
| 2 | 0.0847 |
| 3 | 0.0740 |
| 4 | 0.0751 |
| 5 | 0.1089 |
| 6 | 0.0403 |